Record 1
The following is a DFT calculation (wB97M-V/def2-TZVPD) of a structure of composition C32H48ClF5InN15OP in a non-equilibrium geometry.

- Molecular weight: 935.1 g/mol
- Lowest unoccupied orbital energy: 1.70 eV
- Spin multiplicity: 1
- E_tot: -3635.6592 Eh
- Charge: -1

Each line ends with the Löwdin charge.
Geometry (Å):
O 1.75493 -1.74032 3.24274  -0.574
P 1.20040 -2.65245 1.96607  0.315
Cl -0.69188 -3.42396 2.57117  0.009
In 0.78805 -0.88411 0.11566  0.324
C 2.27798 -1.47085 -1.52472  -0.520
F 1.91321 -0.90089 -2.71552  0.002
F 2.41407 -2.81739 -1.69692  0.018
C 3.66715 -0.91884 -1.25642  -0.595
F 4.53946 -1.11297 -2.28299  0.111
F 3.56710 0.43269 -1.12036  0.065
F 4.21853 -1.41277 -0.13384  0.129
H 1.20123 -0.94351 3.35880  -0.063
H 1.21206 0.74468 0.67400  -0.112
H -0.82377 -0.92318 -0.57414  -0.122
C -4.29195 -1.77721 0.29868  -0.073
C -3.15575 -2.58253 -0.11550  -0.327
N -2.22824 -3.17778 -0.40944  0.134
H -4.23859 -0.79940 -0.17747  0.080
H -5.22021 -2.26690 0.01138  0.074
H -4.27461 -1.65143 1.37994  0.070
C 5.74450 2.95970 -1.78389  -0.066
C 5.52768 4.38063 -2.02538  -0.301
N 5.35687 5.49135 -2.23485  0.119
H 6.63147 2.82213 -1.16984  0.085
H 4.88609 2.53085 -1.27029  0.073
H 5.88281 2.44432 -2.73185  0.085
C -0.02506 -6.72455 4.84678  -0.084
C -0.86793 -5.58276 5.15873  -0.333
N -1.53431 -4.68923 5.40111  0.107
H -0.12041 -7.46348 5.63975  0.072
H -0.34128 -7.16676 3.90437  0.085
H 1.01905 -6.42329 4.76322  0.041
C 2.93205 3.39070 -4.44811  -0.067
C 1.59764 2.81594 -4.53931  -0.312
N 0.55799 2.35754 -4.61983  0.148
H 2.91047 4.41254 -4.81469  0.050
H 3.27499 3.38588 -3.41671  0.060
H 3.62123 2.80567 -5.05484  0.085
C 2.78838 -7.31142 8.11572  -0.093
C 2.87580 -7.35211 6.66446  -0.274
N 2.92232 -7.38172 5.52182  0.142
H 3.44509 -8.05721 8.56077  0.078
H 3.06889 -6.32149 8.45844  0.047
H 1.76493 -7.50712 8.42261  0.072
C 3.94229 -0.66252 6.13143  -0.063
C 3.11043 0.48594 6.45930  -0.280
N 2.45631 1.38743 6.71611  0.135
H 3.70617 -1.48762 6.79972  0.063
H 3.75215 -0.97406 5.10389  0.084
H 4.99213 -0.40024 6.24356  0.086
C 0.73621 2.59539 -8.17277  -0.076
C 1.05071 2.86634 -9.57022  -0.293
N 1.29388 3.07932 -10.66689  0.110
H 1.36710 1.79303 -7.79805  0.084
H 0.90104 3.49312 -7.57886  0.035
H -0.30548 2.29653 -8.07744  0.066
C -3.53860 3.44968 -7.79599  -0.061
C -3.41063 2.03048 -7.49840  -0.278
N -3.29768 0.91864 -7.26234  0.144
H -3.50946 4.01982 -6.87031  0.087
H -2.71837 3.76660 -8.43669  0.077
H -4.48298 3.63363 -8.30345  0.080
C -6.14689 -1.07234 -8.17857  -0.063
C -6.96450 0.07455 -7.81027  -0.284
N -7.60655 0.97541 -7.52098  0.131
H -6.40247 -1.92376 -7.55214  0.085
H -6.32326 -1.32817 -9.22148  0.082
H -5.09458 -0.82674 -8.03950  0.054
C 4.31881 4.58431 5.99190  -0.070
C 5.71807 4.27680 5.72850  -0.294
N 6.81660 4.03401 5.52821  0.116
H 3.85073 4.97482 5.09130  0.084
H 3.79336 3.68191 6.30243  0.049
H 4.25149 5.32829 6.78259  0.079
C 1.62625 7.81395 -5.77580  -0.058
C 1.15332 6.44020 -5.87363  -0.247
N 0.77685 5.36314 -5.94124  0.165
H 1.47515 8.18191 -4.76363  0.086
H 2.68626 7.85487 -6.01578  0.085
H 1.07591 8.44156 -6.47293  0.082
C -9.06278 2.07744 -10.29328  -0.083
C -8.79601 2.35993 -11.69828  -0.292
N -8.58640 2.58135 -12.79959  0.117
H -8.41788 1.27838 -9.94388  0.042
H -8.87507 2.96463 -9.69421  0.081
H -10.10090 1.77708 -10.17034  0.083
C 1.16345 -2.28860 7.18322  -0.053
C 1.23946 -3.57703 7.85543  -0.244
N 1.31682 -4.59586 8.37158  0.143
H 1.36027 -1.49044 7.89724  0.085
H 1.89726 -2.25051 6.37955  0.059
H 0.17209 -2.16691 6.75719  0.089
C -1.86212 -4.85236 11.07642  -0.072
C -1.73552 -3.40552 10.98464  -0.295
N -1.62413 -2.27183 10.89964  0.123
H -2.88028 -5.14839 10.83438  0.081
H -1.17458 -5.31959 10.37365  0.072
H -1.62325 -5.17934 12.08595  0.079
C -2.98984 0.63089 3.96507  -0.056
C -1.64405 0.14725 3.70751  -0.226
N -0.58921 -0.23029 3.49921  0.177
H -3.38905 1.09501 3.06561  0.082
H -3.62691 -0.20278 4.25437  0.084
H -2.96953 1.36432 4.76807  0.081



Record 2
The following is a DFT calculation (wB97M-V/def2-TZVPD) of a cluster of 8 separate species, C33H34F14O15 in total in a non-equilibrium geometry.

- SMILES string: O=C1OC[C@@H](F)O1.O=C1OC[C@@H](F)O1.O=C1OC[C@@H](F)O1.CCOC(=O)C(F)(F)F.CCOC(=O)C(F)(F)F.CCOC(=O)C(F)(F)F.Fc1ccccc1.Fc1ccccc1
- Molecular weight: 936.6 g/mol
- Lowest unoccupied orbital energy: 0.15 eV
- Spin multiplicity: 1
- E_tot: -3804.5703 Eh

Each line ends with the Löwdin charge.
Geometry (Å):
O -4.39924 -23.05683 17.12431  0.157
C -3.49114 -23.34319 17.89060  -0.488
O -3.30293 -24.55131 18.43149  0.071
C -2.43003 -24.45716 19.48003  -0.093
C -1.54201 -23.28115 19.07662  -0.374
F -0.54160 -23.63506 18.31617  0.135
O -2.44108 -22.57746 18.31830  0.129
H -2.92060 -24.30318 20.44114  0.144
H -1.90116 -25.41020 19.48985  0.145
H -1.29780 -22.75303 19.99833  0.172
O -2.20852 -23.85183 14.54674  0.129
C -2.10446 -25.04690 14.80341  -0.498
O -1.67157 -25.44549 16.05724  0.042
C -1.49628 -26.89695 16.03881  -0.031
C -2.22932 -27.31192 14.74705  -0.315
F -3.43766 -27.75647 14.96784  0.131
O -2.23353 -26.07919 13.98617  0.158
H -0.46109 -27.23603 16.07773  0.134
H -1.98505 -27.41072 16.86662  0.135
H -1.59672 -28.06202 14.27242  0.167
O -2.36310 -18.31657 12.62974  0.133
C -2.66247 -19.13354 13.48821  -0.536
O -1.95370 -19.52613 14.54734  0.076
C -2.57540 -20.66127 15.10726  -0.050
C -4.06481 -20.44275 14.76343  -0.317
F -4.63311 -19.81811 15.76549  0.096
O -3.91136 -19.62737 13.61446  0.108
H -2.21390 -21.60200 14.69199  0.110
H -2.53248 -20.69430 16.19591  0.134
H -4.64262 -21.35522 14.61634  0.174
C -2.10548 -16.58284 17.13203  -0.038
C -3.12722 -16.42834 15.93870  -0.212
O -4.10639 -15.48045 16.21717  -0.034
C -3.80622 -14.10957 16.48781  -0.228
O -2.65882 -13.64738 16.29348  0.120
C -4.99653 -13.18428 16.80739  -0.603
F -5.20530 -12.38024 15.84752  0.242
F -6.08322 -13.94944 17.06938  0.155
F -4.66634 -12.41450 17.85457  0.163
H -2.67215 -16.72831 18.05172  0.073
H -1.46856 -15.75814 17.45190  0.067
H -1.46548 -17.44233 16.93257  0.066
H -3.72100 -17.32212 15.74720  0.105
H -2.62066 -16.22963 14.99424  0.115
C -0.42358 -21.51239 11.39694  -0.035
C -1.13732 -21.13021 10.05688  -0.190
O -2.40049 -20.47787 10.27426  -0.019
C -3.53952 -21.33623 10.42510  -0.272
O -3.52605 -22.56415 10.35695  0.144
C -4.83581 -20.57367 10.57885  -0.526
F -5.63505 -20.71835 9.51892  0.173
F -5.46642 -20.98073 11.66959  0.172
F -4.68324 -19.20148 10.74219  0.121
H -1.04566 -22.10626 12.06659  0.069
H 0.04703 -20.67263 11.90822  0.058
H 0.47898 -22.05375 11.11338  0.072
H -1.23973 -21.94482 9.33993  0.117
H -0.57402 -20.35058 9.54407  0.121
C -2.94981 -12.66491 7.68930  -0.040
C -4.10780 -13.27481 8.54539  -0.237
O -3.62180 -13.49402 9.80781  -0.028
C -4.18243 -14.40766 10.70965  -0.240
O -4.98882 -15.32164 10.46646  0.119
C -3.64596 -14.24824 12.21544  -0.493
F -3.21838 -15.46567 12.56809  0.156
F -2.61155 -13.37183 12.28017  0.145
F -4.64259 -13.82869 13.02916  0.143
H -2.49499 -11.78243 8.13928  0.076
H -3.31087 -12.39304 6.69742  0.071
H -2.16502 -13.41410 7.58485  0.073
H -4.66688 -14.15138 8.21806  0.125
H -4.80782 -12.47948 8.80136  0.125
F 0.69678 -16.03923 10.38942  0.054
C 1.51662 -16.74373 11.20948  -0.239
C 1.10586 -17.63145 12.22725  -0.014
C 2.04694 -18.35365 12.98594  -0.063
C 3.43582 -18.34708 12.59719  -0.084
C 3.82997 -17.39117 11.69234  -0.120
C 2.91499 -16.63026 10.99508  -0.031
H 0.05104 -17.63996 12.45894  0.090
H 1.73403 -18.91720 13.85248  0.095
H 4.15441 -18.90968 13.17469  0.092
H 4.84215 -17.16203 11.39339  0.102
H 3.28639 -15.92880 10.26270  0.108
F -5.97778 -15.92434 13.46264  0.029
C -6.74910 -17.07470 13.50258  -0.231
C -6.75330 -17.78729 14.70403  -0.011
C -7.59335 -18.90389 14.83911  -0.068
C -8.35835 -19.29505 13.73973  -0.110
C -8.30319 -18.63210 12.54431  -0.089
C -7.53765 -17.47715 12.45104  -0.016
H -6.17571 -17.36076 15.51080  0.105
H -7.75396 -19.45148 15.75604  0.103
H -9.04018 -20.13192 13.70578  0.100
H -8.92620 -18.87399 11.69594  0.107
H -7.53952 -16.73631 11.66520  0.118



Record 3
The following is a DFT calculation (wB97M-V/def2-TZVPD) of a cluster of 2 separate species, C3H7Br in total in a non-equilibrium geometry.

- Molecular weight: 123.0 g/mol
- Lowest unoccupied orbital energy (spin up / spin down): 0.47 / 0.47 eV
- ΔE to the lowest compared entry with this formula, charge and spin: 269.4 kJ/mol
- Spin multiplicity: 1
- E_tot: -2692.3871 Eh

Each line ends with the Löwdin charge.
Geometry (Å):
C 1.20896 0.21159 0.20201  -0.162
C -0.10705 0.77227 -0.28396  -0.070
C -1.85574 -0.80508 0.03940  -0.530
Br -3.50638 0.11897 0.01635  0.556
H 1.92261 -0.02579 -0.57110  0.054
H 1.04148 -0.67305 0.83234  0.066
H 1.71048 1.08613 0.77766  0.099
H -0.60700 1.61193 0.20304  0.060
H -0.32226 0.67947 -1.29607  0.014
H -1.50138 -0.80472 1.03005  -0.037
H -1.87492 -1.61872 -0.56000  -0.049



Record 4
The following is a DFT calculation (wB97M-V/def2-TZVPD) of the molecule C10H19N3O4 in a non-equilibrium geometry.

- SMILES string: CC[C@H](C)[C@H](N)C(=O)N[C@@H](CC(N)=O)C(=O)O
- Molecular weight: 245.3 g/mol
- Lowest unoccupied orbital energy: 0.27 eV
- ΔE to the lowest compared entry with this formula, charge and spin: 421.1 kJ/mol
- Spin multiplicity: 1
- E_tot: -857.5962 Eh

Each line ends with the Löwdin charge.
Geometry (Å):
C -2.03949 2.15166 -0.18513  -0.159
C -1.78920 0.95973 -1.04676  -0.194
C -2.44851 -0.51547 -0.64787  -0.253
C -3.73789 -0.35145 0.24331  -0.067
C -1.51857 -1.50829 0.10196  -0.266
N -1.42636 -1.07294 1.51794  0.058
C -0.15857 -1.81602 -0.55948  -0.386
O -0.12373 -2.46077 -1.60242  0.075
N 0.98303 -1.24147 0.09473  0.108
C 1.34734 0.06400 0.76496  -0.178
C 2.83435 -0.06022 0.99021  -0.073
C 3.83874 -0.27544 -0.10572  -0.512
N 5.13549 -0.22296 0.24761  0.181
O 3.41718 -0.46031 -1.23544  0.048
C 1.15776 1.23734 -0.25335  -0.393
O 0.45412 2.22877 0.11663  -0.004
O 1.40059 1.05555 -1.60310  0.054
H -1.48497 2.17466 0.77914  0.071
H -1.59175 3.02579 -0.68746  0.078
H -3.15850 2.33380 -0.19141  0.091
H -0.72200 0.90122 -1.15153  0.046
H -2.29752 1.20597 -2.06157  0.137
H -2.73001 -0.89720 -1.69484  0.145
H -4.16105 -1.35675 0.33850  0.081
H -4.44463 0.17514 -0.38164  0.079
H -3.36650 -0.02790 1.12409  0.015
H -1.98356 -2.44518 -0.03600  0.128
H -1.92176 -1.74447 2.05846  0.070
H -1.44186 -0.13299 1.86088  0.071
H 1.75345 -1.87140 -0.23797  0.145
H 0.67615 0.49523 1.44789  0.118
H 3.04323 -0.76930 1.83499  0.150
H 3.09824 1.01718 1.25223  0.161
H 5.90669 -0.30878 -0.41757  0.133
H 5.40846 0.23203 1.10787  0.114
H 2.09163 0.28124 -1.78215  0.125